# 1
DFT (wB97M-V/def2-TZVPD) results for a molecular structure, C3H5N3 in a non-equilibrium geometry.

Geometry as XYZ:
```
11
C3H5N3 wB97M-V/def2-TZVPD
C -1.08 0.22 -1.24
N -0.21 -0.58 -0.42
C 0.53 -0.16 0.58
N 1.51 -1.04 0.74
C 0.32 1.05 1.34
N 0.14 2.02 1.94
H -1.45 1.10 -0.69
H -0.56 0.57 -2.14
H -1.94 -0.37 -1.55
H 0.75 -1.53 -0.28
H 1.94 -1.19 1.64
```

For the frontier orbital gap, the calculation gives 9.6 eV. As for the energy relative to the best compared isomer or geometry (same formula, charge and spin): 2.866 eV. For the largest force on an atom, the calculation gives 1.15 eV Å⁻¹. The spin multiplicity is 1. The electronic energy comes out at -281.484735 a.u.

# 2
DFT (wB97M-V/def2-TZVPD) results for a molecular structure, C42H102F6N5O22S2Sr in a non-equilibrium geometry.

Geometry as XYZ:
```
180
C42H102F6N5O22S2Sr wB97M-V/def2-TZVPD
Sr -5.15 0.04 -1.36
C -0.51 2.65 0.59
F -1.68 3.00 0.06
F 0.51 2.86 -0.23
F -0.27 3.36 1.70
S -0.48 0.72 1.11
O 0.90 0.50 1.53
O -1.50 0.43 2.13
N -0.94 -0.12 -0.42
S 0.32 -0.69 -1.11
O -0.04 -1.29 -2.40
O 1.47 0.17 -1.16
C 0.86 -2.31 -0.11
F 1.47 -3.08 -0.93
F 1.65 -2.02 0.96
F -0.20 -2.98 0.38
C -8.74 6.04 -0.49
C -9.20 6.75 0.59
C -8.83 6.38 1.97
O -9.29 6.98 2.97
C -8.16 5.23 2.25
C -7.61 4.37 1.17
C -7.89 4.82 -0.31
O -7.40 4.13 -1.19
O -6.87 3.40 1.32
O -9.93 7.77 0.32
H -9.10 6.33 -1.47
H -8.10 4.85 3.26
C 5.23 -2.01 6.16
O 5.09 -2.88 7.27
H 4.45 -1.91 5.41
H 5.44 -0.96 6.38
H 6.07 -2.26 5.50
H 5.92 -3.25 7.57
C 6.37 1.80 1.88
O 7.60 1.49 2.52
H 5.64 1.07 2.22
H 6.10 2.79 2.27
H 6.38 1.77 0.79
H 8.24 2.19 2.39
C 5.22 0.02 -6.86
C 5.22 0.42 -8.31
O 6.25 -0.24 -9.03
H 4.20 0.17 -6.50
H 6.04 0.37 -6.22
H 5.34 -1.06 -6.90
H 5.25 1.50 -8.38
H 4.27 0.10 -8.72
H 6.41 0.25 -9.83
C -1.73 -3.26 6.71
C -0.28 -2.75 6.82
O 0.35 -3.52 7.84
H -2.30 -3.09 7.62
H -1.61 -4.33 6.51
H -2.30 -2.86 5.87
H -0.29 -1.69 7.06
H 0.23 -2.96 5.88
H 1.30 -3.35 7.81
C 2.74 3.76 6.91
C 3.55 4.57 7.91
O 2.54 4.99 8.80
H 3.40 3.26 6.20
H 2.26 4.48 6.24
H 1.94 3.12 7.26
H 3.91 5.45 7.37
H 4.35 3.92 8.27
H 2.44 5.95 8.77
C 4.20 8.17 1.62
C 5.17 7.92 0.52
O 5.20 9.08 -0.33
H 4.33 9.15 2.08
H 4.28 7.32 2.31
H 3.20 8.18 1.18
H 5.01 6.99 -0.02
H 6.16 7.79 0.94
H 5.39 8.85 -1.24
C 7.72 -3.19 -0.62
C 8.52 -2.25 -1.46
O 9.30 -3.06 -2.32
H 6.97 -2.64 -0.05
H 8.41 -3.72 0.03
H 7.14 -3.85 -1.26
H 9.14 -1.69 -0.76
H 7.83 -1.59 -1.97
H 10.06 -2.60 -2.68
C 3.77 -7.65 4.24
C 4.91 -7.50 3.29
O 5.75 -8.65 3.34
H 3.22 -8.59 4.16
H 3.06 -6.83 4.19
H 4.11 -7.66 5.28
H 5.50 -6.59 3.41
H 4.47 -7.45 2.29
H 6.46 -8.39 3.93
C -2.94 -8.94 3.04
C -2.62 -9.73 4.29
O -3.72 -9.71 5.14
H -2.25 -9.00 2.20
H -3.13 -7.87 3.14
H -3.88 -9.36 2.66
H -1.68 -9.47 4.78
H -2.42 -10.78 4.08
H -3.39 -9.89 6.03
C -6.60 0.51 8.10
C -5.85 0.87 6.81
O -6.62 0.51 5.72
H -7.44 1.15 8.38
H -5.95 0.38 8.96
H -7.01 -0.50 7.97
H -4.90 0.34 6.72
H -5.67 1.95 6.81
H -6.33 1.05 4.98
C -3.16 2.79 -7.77
C -2.89 2.60 -6.29
C -2.18 3.88 -5.64
O -2.70 5.09 -6.21
C -3.94 5.62 -5.77
N -4.09 2.25 -5.51
H -3.77 3.66 -7.97
H -3.53 1.90 -8.27
H -2.23 2.97 -8.32
H -2.19 1.80 -6.04
H -1.12 3.98 -5.86
H -2.29 3.97 -4.55
H -4.72 4.91 -6.04
H -4.16 6.61 -6.17
H -3.90 5.78 -4.69
H -4.66 1.72 -6.15
H -4.60 3.13 -5.46
C -4.41 -5.54 -3.68
C -4.77 -4.62 -4.82
C -5.12 -5.32 -6.15
O -5.27 -4.32 -7.15
C -5.62 -4.83 -8.45
N -5.85 -3.78 -4.42
H -3.62 -6.24 -3.94
H -5.24 -6.18 -3.35
H -4.12 -5.02 -2.77
H -3.93 -3.95 -5.01
H -6.06 -5.86 -6.02
H -4.34 -6.03 -6.38
H -5.62 -3.97 -9.12
H -6.62 -5.27 -8.38
H -4.92 -5.51 -8.91
H -6.03 -3.31 -5.29
H -6.62 -4.42 -4.24
C 7.25 -7.83 -8.10
C 7.15 -6.59 -7.12
C 5.88 -6.51 -6.34
O 4.74 -6.60 -7.18
C 3.52 -6.34 -6.50
N 8.34 -6.67 -6.29
H 7.17 -8.74 -7.50
H 8.27 -7.76 -8.48
H 6.58 -7.84 -8.95
H 7.23 -5.65 -7.66
H 5.82 -5.63 -5.70
H 5.94 -7.37 -5.67
H 3.52 -5.36 -6.04
H 3.33 -7.12 -5.77
H 2.67 -6.54 -7.16
H 8.47 -5.82 -5.74
H 9.14 -6.61 -6.90
C -3.85 8.03 6.14
C -4.30 9.28 5.33
C -4.17 9.11 3.83
O -4.59 10.23 3.03
C -4.24 10.04 1.62
N -5.68 9.67 5.67
H -4.50 7.22 5.79
H -3.97 8.13 7.22
H -2.80 7.78 5.99
H -3.62 10.11 5.55
H -4.70 8.21 3.54
H -3.12 8.91 3.60
H -3.17 10.18 1.47
H -4.65 10.81 0.98
H -4.53 9.10 1.16
H -6.29 8.92 5.38
H -5.96 10.42 5.05
```

As for the total charge: -1. For the frontier orbital gap, the calculation gives 2.1 eV. As for the energy relative to the best compared isomer or geometry (same formula, charge and spin): 14.970 eV. For the largest force on an atom, the calculation gives 5.11 eV Å⁻¹. The spin multiplicity is 1. The electronic energy comes out at -5016.292362 a.u.